Record 1
Density functional theory data (ωB97M-V/def2-TZVPD) for a 2-piece molecular cluster, H2P2S4 overall in a non-equilibrium geometry.

Properties
Lowest unoccupied orbital energy: -1.774 eV
Energy: -2276.66701 Ha
Energy above the lowest of the compared OMol25 structures with the same formula, charge and spin: 29.4 kcal per mole

ORCA input file:
```
! RIJCOSX wB97M-V def2-TZVPD def2/J DEFGRID3
* xyz 0 1
P -2.3070 1.4118 -0.5815
P -1.4606 -1.5480 -0.3041
S 2.7113 -1.1424 0.3049
S -1.8457 -0.1589 1.1005
S -1.4091 -0.5169 -2.0053
S -0.9979 2.8420 -0.5604
H 3.6116 -0.6204 1.0810
H 1.6974 -0.2672 0.9650
*
```



Record 2
Density functional theory data (ωB97M-V/def2-TZVPD) for H2P2S4 in the gas phase in a non-equilibrium geometry.

Properties
Lowest unoccupied orbital energy (spin up / spin down): -0.508 / -4.254 eV
Energy: -2276.58982 Ha
Energy above the lowest of the compared OMol25 structures with the same formula, charge and spin: 28.0 kcal per mole

ORCA input file:
```
! RIJCOSX wB97M-V def2-TZVPD def2/J DEFGRID3
* xyz 0 3
P 0.7495 1.0223 -0.9035
P -1.4267 -0.4771 0.4218
S -3.3335 -0.7245 0.4728
S -0.5854 1.4713 0.7273
S -0.3521 -0.8191 -1.3800
S 2.4154 0.3355 0.1853
H -0.6925 -1.2308 1.3427
H 3.2253 0.4224 -0.8664
*
```



Record 3
Density functional theory data (ωB97M-V/def2-TZVPD) for a 15-piece molecular cluster, H30O15 overall in a non-equilibrium geometry.

Properties
Lowest unoccupied orbital energy: -0.619 eV
Energy: -1146.29454 Ha
Energy above the lowest of the compared OMol25 structures with the same formula, charge and spin: 216.8 kcal per mole

ORCA input file:
```
! RIJCOSX wB97M-V def2-TZVPD def2/J DEFGRID3
* xyz 0 1
H 0.1626 -0.3983 -0.3516
H 0.2795 1.0638 -0.3557
H 0.8555 -4.1636 1.6760
H 1.4117 -4.3119 3.0284
H 2.2954 0.3408 -3.1965
H 0.9289 0.7888 -3.1102
H 3.3311 0.9499 0.2106
H 2.0870 1.2613 -0.7160
H -1.0870 1.4121 -1.8668
H -1.5222 2.0933 -0.5192
H 2.2929 2.0389 1.8176
H 2.8543 3.4944 1.4106
H -0.8757 -1.4205 -2.7768
H -0.4292 -1.9188 -1.3901
H -1.2055 -0.7647 1.7714
H -0.3315 -2.0001 1.6815
H -3.1706 -2.3090 1.7053
H -3.7248 -3.4544 0.9119
H 0.4984 4.8404 -0.5096
H 1.7781 4.8728 -1.3521
H -0.9453 4.2321 1.9821
H -1.4802 5.7228 2.2221
H -3.5537 -0.4659 -3.4230
H -2.1572 -0.5720 -3.7207
H 0.6122 2.2540 1.9947
H -0.0479 1.0915 1.6906
H -0.3517 -4.5437 -2.6217
H -0.5357 -4.2954 -1.0559
H 3.2723 -0.8793 2.5248
H 1.7863 -1.4545 2.1719
O 0.7558 0.2661 -0.6434
O 0.6897 -4.6910 2.5502
O 1.3772 0.0951 -3.4202
O 2.6588 0.5402 -0.4717
O -1.8313 1.6026 -1.2105
O 2.0315 2.8970 1.5120
O -0.1052 -1.4888 -2.1666
O -1.1396 -1.6300 2.0535
O -3.9809 -2.7097 1.3795
O 0.8720 4.6386 -1.3162
O -1.3276 4.8894 2.6491
O -2.7757 -0.7407 -2.9249
O 0.5544 1.6324 1.2899
O -0.8419 -4.1103 -1.8950
O 2.6843 -1.6290 2.6350
*
```



Record 4
Density functional theory data (ωB97M-V/def2-TZVPD) for a 15-piece molecular cluster, H30O15 overall in a non-equilibrium geometry.

Properties
Lowest unoccupied orbital energy: -0.654 eV
Energy: -1146.55961 Ha
Energy above the lowest of the compared OMol25 structures with the same formula, charge and spin: 50.5 kcal per mole

ORCA input file:
```
! RIJCOSX wB97M-V def2-TZVPD def2/J DEFGRID3
* xyz 0 1
O 2.5672 0.1682 -1.8026
H 2.2692 0.3292 -2.7286
H 3.5112 0.0762 -1.8016
O 2.1682 -1.7328 -0.0346
H 1.4902 -1.3888 0.5514
H 2.1262 -1.1408 -0.7766
O -1.9718 2.1032 1.3204
H -2.2848 2.0272 0.4234
H -2.3318 2.9052 1.6324
O -1.6898 -2.7528 -0.2076
H -1.8748 -1.9578 0.2424
H -0.8768 -3.0998 0.0934
O 2.3602 2.6302 -0.4776
H 2.5232 1.7022 -0.7186
H 2.8962 2.8982 0.2674
O -0.3348 1.6422 -2.3866
H 0.0292 0.8872 -2.8426
H -0.3418 1.4862 -1.4426
O -2.6178 -0.8828 1.6994
H -3.0088 -0.0788 1.9764
H -2.6148 -1.5518 2.3834
O -0.0438 -1.3028 -2.3136
H 0.8632 -1.3028 -2.4836
H -0.4448 -1.3258 -3.1746
O -2.5938 -0.1998 -1.3106
H -2.1618 0.4402 -1.8696
H -2.3528 -1.0488 -1.6276
O 1.5672 1.3272 2.0334
H 1.0432 0.9762 1.3104
H 2.4872 1.1052 1.9014
O -0.1208 3.3802 -0.1296
H 0.7642 3.1072 0.1414
H -0.7478 3.0702 0.5514
O 0.4302 -1.5878 2.2754
H -0.3348 -1.7428 2.8344
H 1.1322 -1.2898 2.8674
O 0.0152 0.2872 -0.0196
H -0.0218 -0.2878 -0.7796
H -0.5928 -0.0218 0.6164
O 0.3572 -3.9158 -1.8386
H 1.1062 -3.8258 -2.4456
H -0.0538 -3.0298 -1.8306
O -0.9688 0.9092 3.6874
H -1.2178 1.3992 2.8834
H -0.1058 0.6092 3.3524
*
```



Record 5
Density functional theory data (ωB97M-V/def2-TZVPD) for a 16-piece molecular cluster, H31O16 overall in a non-equilibrium geometry.

Properties
Lowest unoccupied orbital energy: 2.167 eV
Energy: -1222.35155 Ha
Energy above the lowest of the compared OMol25 structures with the same formula, charge and spin: 137.2 kcal per mole

ORCA input file:
```
! RIJCOSX wB97M-V def2-TZVPD def2/J DEFGRID3
* xyz -1 1
O -5.0192 -3.0576 -0.4676
H 2.0532 3.1527 -3.2543
H -0.3188 1.2195 -1.4260
O -0.6348 -0.1686 -0.6755
H -4.0800 -3.3471 -0.2141
H -5.1851 -2.1002 -0.2910
O 0.9791 -1.4191 0.8865
H 0.1118 -0.5742 0.0049
H 0.8674 -0.6393 1.1337
O -2.4886 3.7240 -3.4082
H -3.0531 3.1370 -2.8397
H -1.6177 3.4598 -2.9648
O -3.1345 0.7940 -0.6851
H -3.5602 0.2016 -1.3174
H 4.7429 -0.3201 -0.7474
O -2.4203 1.7380 5.3451
H -3.0281 0.9990 5.1502
H -1.5859 1.2932 5.3188
O 2.5356 4.1387 1.8356
H 2.6061 3.1908 1.7483
H 2.7012 4.5986 1.0331
O 4.1803 -0.1412 1.3733
H 3.2786 -0.0479 1.3772
H 4.4622 -0.9735 1.5243
O -3.9394 -1.6753 -3.3827
H -4.0985 -2.5448 -3.6753
O 2.5976 -3.0652 2.3242
H 2.5133 -4.0283 2.2038
H 1.8775 -2.7599 1.6595
O -0.5032 1.8563 -2.1141
H -0.4610 1.3228 -2.8649
H -2.1486 0.5639 -0.9102
O 5.0410 0.1388 -1.5412
H -0.3888 -1.9212 1.2790
H 4.3309 -0.1134 -2.0982
O 0.3069 -0.6331 4.2184
H 0.9443 -1.3502 4.2993
H -0.1190 -1.0344 3.2834
O 2.3444 3.6313 -3.8446
H 1.3855 -2.4926 -0.2312
H 3.2260 3.7219 -3.7660
O 1.5929 -2.8481 -1.1783
H 2.1164 -3.6530 -1.0546
H -4.1502 -1.8583 -2.4556
O -1.4840 -2.2702 1.3758
H -1.1151 -0.8863 -1.0200
H -1.9367 -2.1578 0.6217
*
```



Record 6
Density functional theory data (ωB97M-V/def2-TZVPD) for a 16-piece molecular cluster, H31O16 overall in a non-equilibrium geometry.

Properties
Lowest unoccupied orbital energy: 2.225 eV
Energy: -1222.44765 Ha
Energy above the lowest of the compared OMol25 structures with the same formula, charge and spin: 76.9 kcal per mole

ORCA input file:
```
! RIJCOSX wB97M-V def2-TZVPD def2/J DEFGRID3
* xyz -1 1
O 1.8282 0.1266 -2.2316
H 1.4962 0.3406 -3.1008
H -2.9710 -0.4928 -5.2542
O -0.5602 -3.6823 4.7881
H -0.1796 -3.4286 3.8712
H 1.5738 0.7103 -1.2835
O -1.3746 4.8854 0.4971
H -2.2836 4.6259 0.6161
H -0.6566 4.2567 0.3547
O -1.3298 -2.5830 2.5903
H -0.4927 -2.2114 2.2719
H -1.9298 -2.0124 2.0962
O 3.7254 1.7435 -0.8345
H 3.3102 1.6355 -1.7173
H -0.0450 4.9063 -2.0286
O 5.2814 0.6993 0.9586
H 4.8825 -0.1189 1.2486
H 4.7480 1.1504 0.2516
O -5.2994 -0.3536 0.7914
H -5.6756 -1.2311 0.9083
H -4.6613 -0.1471 1.4936
O 1.6216 -2.2075 -1.2563
H 2.3274 -1.5661 -1.1268
H 0.9685 -1.7817 -1.8204
O 0.9186 1.2550 -0.2358
H 1.4740 1.8135 0.3130
O 1.5679 -2.2578 1.3415
H 1.9086 -1.3614 1.1504
H 1.5474 -2.4732 0.3613
O -2.0387 -0.5621 -5.0397
H -1.8529 0.1910 -4.4356
H 3.1324 2.4583 -0.5611
O 0.6776 4.5240 -1.5149
H -0.3237 -3.7382 0.8662
H 0.7411 3.6642 -1.9486
O -2.1190 -0.7827 0.3053
H -2.3150 0.0223 0.8251
H -1.6698 -0.2668 -0.3860
O -1.1346 2.1787 2.0117
H -0.4585 2.1429 1.2859
H -0.6483 1.9641 2.8137
O -0.7570 0.6514 -2.1595
H -0.8357 1.4951 -1.6727
H -0.1176 0.1608 -1.6122
O -0.7973 -4.1309 0.1333
H -1.0843 -2.8571 4.7943
H -1.3784 -3.4698 -0.2440
*
```



Record 7
Density functional theory data (ωB97M-V/def2-TZVPD) for a 16-piece molecular cluster, H31O16 overall in a non-equilibrium geometry.

Properties
Lowest unoccupied orbital energy (spin up / spin down): 4.602 / 4.571 eV
Energy: -1222.30128 Ha
Energy above the lowest of the compared OMol25 structures with the same formula, charge and spin: 27.0 kcal per mole

ORCA input file:
```
! RIJCOSX wB97M-V def2-TZVPD def2/J DEFGRID3
* xyz -2 2
O 0.1351 -0.9903 0.4375
H 2.9348 -3.5001 -0.8097
H -2.6948 -0.5381 2.7353
O 2.7803 0.5162 0.3579
H 2.2410 0.0899 -0.2929
H -0.1938 -1.7465 -0.2447
O -0.8915 0.5806 -1.3652
H -1.1817 1.4821 -1.5941
H -0.0546 -0.1994 -0.2665
O -2.5174 -1.8913 -0.4811
H -2.1987 -1.0657 -0.0165
H -2.5868 -1.5897 -1.4728
O 0.7530 3.0316 1.4413
H 0.4277 2.1383 1.1835
H -3.7157 -1.0374 -4.7554
O -1.0659 -4.8211 -0.5290
H -1.6113 -5.0528 0.2160
H -1.0559 -3.8996 -0.7836
O -1.7966 0.7366 5.6814
H -0.8874 0.7382 6.0855
H -1.6888 1.1223 4.8056
O -0.8210 -0.9614 -3.2239
H -0.8971 -0.3953 -2.2988
H 0.0412 -1.2015 -3.5093
O 3.3603 2.6416 3.2275
H 3.2236 2.1540 2.4140
O 2.7735 2.9596 -1.5425
H 1.9225 3.2542 -1.9487
H 3.4532 3.2130 -2.2785
O -1.8325 -0.7555 2.3828
H -1.9274 -0.8389 1.3333
H 0.3053 3.2087 2.2164
O -2.7799 -0.8769 -4.8287
H -3.4620 2.5930 -0.2954
H -2.2999 -1.1929 -3.9835
O 0.6630 -0.5401 3.2974
H 0.6759 -0.0075 2.4912
H -0.1330 -1.1004 2.8498
O 2.1581 -2.9796 -1.0859
H 3.6595 -0.0965 -4.0527
H 1.9935 -2.2289 -0.4675
O 4.2171 0.0992 -3.3404
H 3.6162 -0.1803 -2.6904
H 2.4601 2.4425 3.7168
O -3.7379 2.7293 0.5826
H 2.9243 1.3628 0.0981
H -4.6877 2.5937 0.6039
*
```



Record 8
Density functional theory data (ωB97M-V/def2-TZVPD) for a 16-piece molecular cluster, H32O16 overall in a non-equilibrium geometry.

Properties
Lowest unoccupied orbital energy: -0.619 eV
Energy: -1222.83380 Ha
Energy above the lowest of the compared OMol25 structures with the same formula, charge and spin: 229.0 kcal per mole

ORCA input file:
```
! RIJCOSX wB97M-V def2-TZVPD def2/J DEFGRID3
* xyz 0 1
O -1.6902 3.2832 -0.0111
H -1.1885 3.3734 0.7723
H -1.3583 2.9874 -0.7255
O 3.2971 -0.2183 -0.2983
H 2.8882 0.6331 -0.0427
H 2.6980 -0.6441 -1.0452
O -0.9030 -2.9342 1.4628
H -1.1609 -3.7254 0.8284
H -1.6909 -2.6266 1.8521
O -4.0018 -3.6412 2.0937
H -3.9331 -3.1816 1.2690
H -3.0264 -3.5428 2.3314
O -1.4691 -5.2752 -1.1772
H -1.4482 -4.3799 -1.2752
H -1.3114 -5.6067 -2.1067
O -2.7604 2.9363 -3.0040
H -1.9512 2.9027 -3.3809
H -3.2409 2.5642 -3.8893
O -1.9498 -0.2154 0.0511
H -2.0991 -0.4201 -0.9772
H -1.9934 -0.9778 0.5276
O -0.1830 1.4152 4.0950
H 0.2603 2.1966 3.7031
H -0.5456 1.8032 4.8989
O 1.3345 -2.8072 -0.2268
H 2.3291 -2.5227 -0.0916
H 1.3779 -3.4027 0.5076
O 3.8824 -3.2187 3.3583
H 3.0926 -3.5017 2.9803
H 3.5499 -2.3339 3.6063
O 3.2799 1.3952 -3.4249
H 3.9878 1.7373 -2.7760
H 3.2262 1.7511 -4.2872
O 0.0903 2.5877 -4.0712
H -0.3458 1.8165 -3.5771
H 0.5754 2.9723 -3.3909
O -0.0067 1.4193 1.3993
H 0.0341 0.7006 0.5911
H -0.9231 1.1680 1.7846
O 2.0180 2.9531 3.0971
H 2.5514 3.1037 2.4262
H 1.6111 2.1550 2.9149
O 1.6587 4.7030 -0.8032
H 1.0321 4.3560 -1.4241
H 1.7734 5.6185 -1.0460
O -2.5714 -2.3824 -2.0130
H -3.1039 -2.8758 -2.5955
H -1.8705 -2.0986 -2.5838
*
```